(1)
56
Properties=species:S:1:pos:R:3:mulliken_charge:R:1 method="wB97M-V/def2-TZVPD" homo_energy_ev=-11.4 homo_lumo_gap_ev=5.86 e_lumo_ev=-5.541 mol_weight_g_mol=400.5 total_charge=+1 de_lowest_kcal_mol=61.86
C 5.727 -0.176 0.466 -0.82
O 5.023 0.777 1.291 -0.43
C 3.715 0.532 1.570 0.81
C 3.047 1.480 2.385 -1.16
C 1.725 1.281 2.732 -0.06
C 0.987 0.194 2.220 0.23
C -0.462 0.108 2.531 1.33
C -1.216 -1.121 2.102 0.18
C -2.466 -0.716 1.583 -0.57
C -3.393 -1.641 1.116 -0.47
C -3.066 -2.998 1.171 -0.79
C -1.831 -3.409 1.704 -1.06
C -0.901 -2.467 2.189 0.29
C -2.518 0.737 1.540 0.42
C -1.286 1.256 2.000 0.66
C -1.023 2.617 1.914 -0.24
C -2.004 3.458 1.362 -0.94
C -3.242 2.944 0.944 -0.85
C -3.514 1.574 1.048 -0.53
C 1.658 -0.754 1.429 -0.67
C 3.009 -0.611 1.124 -0.97
H 6.724 0.248 0.368 0.24
H 5.782 -1.161 0.950 0.34
H 5.258 -0.272 -0.523 0.36
H 3.588 2.360 2.727 0.46
H 1.238 1.995 3.403 0.65
H -4.342 -1.277 0.732 0.44
H -3.777 -3.740 0.812 0.42
H -1.579 -4.467 1.737 0.44
H 0.048 -2.782 2.626 0.66
H -0.067 3.016 2.249 0.32
H -1.783 4.518 1.249 0.45
H -3.998 3.617 0.537 0.43
H -4.465 1.138 0.749 0.49
H 1.113 -1.605 1.021 0.65
H 3.516 -1.374 0.530 0.44
C -5.293 1.444 4.849 -0.61
O -3.959 1.590 5.353 -0.37
C -3.190 0.553 4.972 0.11
C -1.759 0.734 5.466 0.58
C -1.680 0.281 6.940 -0.62
C -0.493 -0.692 7.005 -0.61
C 0.030 -0.838 5.554 -0.58
N -0.893 -0.107 4.728 0.63
O -3.613 -0.399 4.352 -0.57
H -5.860 2.238 5.328 0.28
H -5.280 1.562 3.758 0.20
H -5.683 0.453 5.104 0.31
H -1.544 1.812 5.326 0.24
H -1.551 1.167 7.567 0.39
H -2.604 -0.245 7.223 0.29
H 0.289 -0.310 7.668 0.26
H -0.832 -1.674 7.353 0.30
H 1.085 -0.516 5.454 0.33
H -0.012 -1.893 5.238 0.28
H -0.487 0.321 3.856 -1.00



(2)
51
Properties=species:S:1:pos:R:3:mulliken_charge:R:1 method="wB97M-V/def2-TZVPD" homo_energy_ev=-12.3 homo_lumo_gap_ev=7.66 e_lumo_ev=-4.685 mol_weight_g_mol=457.2 total_charge=+1
C -0.495 -0.397 2.608 -0.46
C -0.339 0.932 3.426 0.37
O 0.786 1.249 3.778 -0.48
N -1.428 1.812 3.815 -0.36
C -1.879 2.696 2.694 -0.71
C -0.703 3.405 1.915 -0.64
C -0.726 2.955 0.388 -0.71
C 0.721 2.684 -0.227 0.01
C 0.660 1.242 -0.928 -0.10
C -0.304 1.073 -2.017 -0.65
C -0.421 -0.250 -2.658 1.17
C -1.450 -0.416 -3.818 0.01
O -2.317 -1.228 -3.865 -0.38
O -1.263 0.478 -4.913 -0.40
Br -2.472 1.846 -4.720 0.09
C 0.442 -1.353 -2.172 0.22
C 0.349 -2.814 -2.773 -1.13
C -0.270 -3.721 -1.595 0.93
C -1.852 -3.869 -1.718 -1.31
C 0.450 -5.129 -1.446 -1.16
C 1.404 -1.052 -1.098 -0.21
N 1.489 0.198 -0.519 0.53
H 0.141 -1.169 3.134 0.39
H -1.548 -0.759 2.494 0.33
H -0.051 -0.243 1.582 -0.22
H -2.226 1.188 4.016 0.31
H -2.583 2.101 2.046 0.37
H -2.515 3.504 3.165 0.31
H -0.949 4.509 1.918 0.48
H 0.299 3.314 2.407 0.35
H -1.305 3.745 -0.174 0.35
H -1.313 2.001 0.308 0.43
H 0.867 3.410 -1.069 0.38
H 1.523 2.712 0.551 -0.41
H -0.928 1.949 -2.303 0.11
H -0.354 -2.799 -3.648 0.40
H 1.382 -3.168 -3.038 0.46
H -0.109 -3.165 -0.621 -0.04
H -2.167 -4.690 -2.409 0.36
H -2.216 -4.039 -0.661 0.37
H -2.298 -2.878 -2.029 0.28
H 0.965 -5.355 -2.413 0.32
H 1.143 -5.061 -0.565 0.29
H -0.316 -5.913 -1.173 0.33
H 2.089 -1.856 -0.736 0.44
H 2.171 0.369 0.228 0.06
C 3.943 2.329 3.098 -0.20
Cl 5.040 3.702 2.978 -0.14
Cl 3.399 1.804 1.490 -0.27
H 4.459 1.503 3.580 0.37
H 3.074 2.616 3.685 0.15



(3)
65
Properties=species:S:1:pos:R:3:mulliken_charge:R:1 method="wB97M-V/def2-TZVPD" homo_energy_ev="-12.8 / -12.6" multiplicity=2 homo_lumo_gap_ev="7.61 / 7.51" e_lumo_ev="-5.192 / -5.053" mol_weight_g_mol=565.6 total_charge=+2 de_lowest_kcal_mol=76.61 s_squared=1.0158
Ru -2.898 2.862 -0.304 1.13
N -6.283 4.668 -1.713 -0.34
C -4.973 4.533 -1.576 0.72
O -4.396 3.453 -1.816 -0.74
C -4.142 5.697 -1.149 -0.35
C -3.197 5.260 -0.068 -1.09
H -6.835 3.869 -1.987 0.27
H -6.758 5.526 -1.497 0.22
H -4.770 6.532 -0.822 0.34
H -3.593 6.031 -2.031 0.25
H -3.633 4.959 0.884 0.41
H -2.235 5.749 -0.019 0.56
C -1.178 -4.368 -2.188 -1.00
C -1.748 -4.053 -0.812 -0.78
N -1.635 -2.623 -0.478 0.16
C -2.745 -1.867 -0.412 -0.24
C -2.755 -0.504 -0.363 -0.21
C -4.080 0.163 -0.107 0.40
O -5.094 -0.462 -0.294 -0.60
O -4.014 1.363 0.421 -0.89
C -1.537 0.193 -0.525 1.54
O -1.430 1.399 -0.879 -0.97
C -0.339 -0.611 -0.306 0.54
C 0.892 0.006 -0.073 -0.96
C 2.007 -0.739 0.172 0.73
F 3.174 -0.091 0.372 -0.35
C 1.976 -2.143 0.199 -0.97
C 0.756 -2.750 -0.046 0.28
C -0.404 -2.010 -0.298 -1.01
N 3.102 -2.937 0.500 0.17
C 3.425 -4.090 -0.325 -0.58
C 3.796 -5.273 0.584 -0.74
N 4.264 -4.726 1.905 -0.14
C 5.141 -3.528 1.697 -0.74
C 4.269 -2.375 1.172 -0.73
H -1.283 -5.433 -2.393 0.39
H -0.124 -4.098 -2.265 0.29
H -1.723 -3.820 -2.957 0.34
H -1.269 -4.650 -0.035 0.37
H -2.806 -4.297 -0.795 0.40
H -3.697 -2.386 -0.410 0.51
H 0.958 1.086 -0.091 0.63
H 0.696 -3.828 0.000 0.70
H 4.255 -3.862 -1.003 0.32
H 2.576 -4.361 -0.943 0.37
H 4.606 -5.859 0.155 0.37
H 2.950 -5.930 0.775 0.42
H 4.744 -5.450 2.439 0.35
H 3.449 -4.427 2.443 0.37
H 5.917 -3.812 0.990 0.36
H 5.612 -3.258 2.639 0.39
H 4.885 -1.745 0.526 0.41
H 3.927 -1.764 2.006 0.52
C 2.187 4.551 0.026 -0.95
N 1.040 4.170 0.856 0.21
C 1.176 4.223 2.309 -1.00
C -0.103 3.825 0.291 0.08
O -1.127 3.505 0.930 -0.75
H 2.980 4.911 0.676 0.37
H 1.926 5.350 -0.665 0.36
H 2.566 3.700 -0.540 0.31
H 2.086 3.706 2.608 0.38
H 0.317 3.746 2.768 0.32
H 1.232 5.258 2.646 0.35
H -0.086 3.838 -0.801 0.53



(4)
25
Properties=species:S:1:pos:R:3:mulliken_charge:R:1 method="wB97M-V/def2-TZVPD" homo_energy_ev=-8.1 homo_lumo_gap_ev=8.91 e_lumo_ev=0.814 mol_weight_g_mol=132.2 total_charge=0 de_lowest_kcal_mol=39.82
C 0.112 1.332 -1.164 0.13
C 0.509 -0.372 -1.209 -0.52
C 1.266 2.101 -0.521 -1.49
C -0.693 -1.194 -1.643 -1.38
N -1.114 1.646 -0.549 -0.78
H 0.055 1.536 -2.237 0.58
H -1.240 1.060 0.419 0.39
H -1.887 1.358 -1.140 0.31
H 1.270 -0.368 -1.992 0.51
H 1.009 -0.796 -0.343 0.31
H 2.144 1.475 -0.379 0.35
H 0.948 2.511 0.436 0.31
H 1.551 2.946 -1.146 0.35
H -0.423 -2.233 -1.841 0.36
H -1.133 -0.782 -2.552 0.39
H -1.478 -1.185 -0.883 0.24
C 0.081 -2.042 1.865 -1.16
C -0.079 -0.554 1.794 0.59
O 1.054 0.116 2.046 -0.48
N -1.181 0.095 1.693 -0.70
H 0.877 1.067 2.020 0.44
H -2.007 -0.488 1.649 0.23
H -0.526 -2.527 1.104 0.30
H 1.125 -2.310 1.724 0.34
H -0.241 -2.392 2.846 0.37



(5)
70
Properties=species:S:1:pos:R:3:mulliken_charge:R:1 method="wB97M-V/def2-TZVPD" homo_energy_ev=-9.3 homo_lumo_gap_ev=9.75 e_lumo_ev=0.408 mol_weight_g_mol=446.6 total_charge=0 de_lowest_kcal_mol=7.08
C 0.450 4.471 -0.241 -1.00
C 1.934 4.534 0.107 -0.73
C 2.598 3.157 0.088 0.03
C 2.746 2.595 -1.330 -0.75
C 3.197 1.156 -1.314 0.28
O 4.180 0.720 -1.856 -0.57
O 2.345 0.413 -0.599 0.48
C 2.521 -1.006 -0.536 0.77
C 3.907 -1.356 -0.010 -0.21
O 4.473 -2.379 -0.310 -0.64
C 4.544 -0.404 0.986 -0.56
O 5.483 -1.071 1.778 -0.61
H 5.821 -1.810 1.248 0.39
H 5.031 0.399 0.410 0.29
H 3.795 0.049 1.641 0.17
C 2.251 -1.645 -1.904 -1.25
H 2.698 -2.639 -1.911 0.52
H 2.694 -1.061 -2.708 0.42
C 0.733 -1.727 -1.972 -0.95
H 0.321 -0.736 -2.159 0.24
H 0.394 -2.401 -2.756 0.61
C 0.361 -2.228 -0.575 -0.76
H 0.522 -3.311 -0.568 0.88
C 1.389 -1.591 0.396 1.62
C 1.944 -2.669 1.333 -1.80
H 2.609 -2.244 2.082 0.48
H 2.491 -3.426 0.777 0.46
H 1.120 -3.159 1.849 0.44
C 0.717 -0.511 1.251 -2.56
H 1.473 0.160 1.662 0.07
H 0.226 -0.999 2.098 1.19
C -0.323 0.353 0.522 0.27
O -0.730 1.384 1.394 -0.62
H -0.961 0.994 2.245 0.49
C -1.468 -0.500 -0.118 -0.90
C -1.083 -1.986 -0.121 -0.43
C -2.065 -2.758 -0.995 -1.10
C -3.465 -2.636 -0.403 -1.36
C -3.875 -1.204 -0.260 0.10
C -5.093 -0.816 -0.657 -0.74
C -5.668 0.512 -0.443 0.06
O -6.777 0.811 -0.831 -0.62
C -4.791 1.456 0.345 -0.79
C -3.320 1.182 0.066 -1.23
H -2.700 1.894 0.609 0.34
H -3.140 1.336 -1.001 0.58
C -2.907 -0.258 0.426 2.58
C -3.044 -0.506 1.943 -2.12
H -4.051 -0.848 2.176 0.51
H -2.352 -1.272 2.284 0.34
H -2.870 0.406 2.507 0.41
H -5.051 2.485 0.092 0.43
H -5.019 1.311 1.404 0.34
H -5.755 -1.523 -1.140 0.43
H -4.189 -3.172 -1.017 0.55
H -3.468 -3.097 0.591 0.40
H -2.061 -2.357 -2.009 0.57
H -1.778 -3.810 -1.046 0.30
H -1.164 -2.388 0.895 0.73
H -1.529 -0.195 -1.168 0.87
H 0.177 0.888 -0.288 0.19
H 3.464 3.178 -1.907 0.51
H 1.778 2.628 -1.833 0.18
H 3.588 3.224 0.545 0.34
H 1.992 2.473 0.683 -0.10
H 2.042 4.949 1.111 0.37
H 2.451 5.202 -0.585 0.35
H -0.053 3.737 0.384 0.10
H -0.015 5.441 -0.079 0.45
H 0.299 4.200 -1.283 0.28



(6)
11
Properties=species:S:1:pos:R:3:mulliken_charge:R:1 method="wB97M-V/def2-TZVPD" homo_energy_ev=-9.8 homo_lumo_gap_ev=10.78 e_lumo_ev=0.971 mol_weight_g_mol=74.1 total_charge=0 de_lowest_kcal_mol=116.15
C -1.984 -0.600 -0.288 -0.54
C 1.102 0.103 -0.334 0.21
H -2.430 -1.540 0.053 0.26
H -1.780 -0.762 -1.385 0.26
H -2.970 0.171 -0.064 0.21
H -0.170 1.181 0.957 0.32
H 0.942 -0.794 -1.110 0.21
H 3.060 -0.192 -0.187 0.25
N -0.145 0.671 0.029 -0.36
N 2.398 0.490 0.069 -0.61
O -0.892 -0.401 0.598 -0.21